A single C6H6OS molecule in a non-equilibrium geometry, computed with ωB97M-V with the def2-TZVPD basis set.

Summary:
frontier orbital gap	8.0	eV
energy	-19198.2107	eV
relative energy (zero: lowest compared OMol25 entry of this formula, charge and spin)	65.9	kcal per mole
HOMO	-8.892	eV

Each atom is followed by the atoms it is bonded to, with distances in Å.
CARTESIAN COORDINATES (ANGSTROEM)
1 C 0.90 -0.29 1.56  C2 1.332, H7 1.069, H8 1.078
2 C 0.34 0.64 0.80  C1 1.332, C6 1.451, O13 1.384
3 C -1.26 0.10 -0.85  C4 1.472, H9 1.094, H10 1.105, O13 1.409
4 C -0.93 -1.32 -1.05  C3 1.472, C5 1.197
5 C -0.64 -2.47 -1.21  C4 1.197, H11 1.086
6 C 1.08 1.81 0.38  C2 1.451, H12 1.124, S14 1.628
7 H 1.93 -0.19 1.85  C1 1.069
8 H 0.35 -1.17 1.87  C1 1.078
9 H -0.75 0.73 -1.59  C3 1.094
10 H -2.33 0.31 -1.02  C3 1.105
11 H -0.39 -3.51 -1.36  C5 1.086
12 H 2.16 1.76 0.69  C6 1.124
13 O -1.00 0.54 0.46  C2 1.384, C3 1.409
14 S 0.55 3.06 -0.52  C6 1.628

Here are the natural (NBO) charges for atoms 1 to 5, given in e:
1 C -0.325
2 C 0.185
3 C -0.145
4 C -0.035
5 C -0.234